*i*
Formula: C2H3NO2
Source: the OMol25 dataset
Level of theory: ωB97M-V/def2-TZVPD

Geometry as XYZ:
```
8
Properties=species:S:1:pos:R:3:mulliken_charge:R:1
C -2.5969 -0.4289 0.4506 0.143
C 0.8440 -0.3513 0.2722 0.200
N -0.1196 0.2062 -0.2613 -0.420
O -3.0678 0.4238 -0.1491 -0.186
O 2.1390 -0.1583 0.1642 -0.478
H 0.5583 -1.2502 0.9932 0.242
H -0.0444 0.9166 -0.9572 0.162
H 2.2875 0.6419 -0.5126 0.337
```

- Highest occupied orbital energy: -10.182 eV



*ii*
Formula: C2H3NO2
Source: the OMol25 dataset
Level of theory: ωB97M-V/def2-TZVPD

Geometry as XYZ:
```
8
Properties=species:S:1:pos:R:3:mulliken_charge:R:1
N 1.9061 -0.3345 -0.6919 -0.533
C 0.6959 -0.1262 -0.4362 0.104
O 0.3758 0.1954 0.8764 -0.359
C -0.8997 0.3441 1.2217 -0.091
O -1.8247 0.1507 0.3448 -0.381
H 2.0133 -0.5495 -1.6818 0.272
H -0.1595 -0.1530 -1.1096 0.332
H -2.1071 0.4730 1.4765 0.656
```

- Highest occupied orbital energy: -9.778 eV



*i* takes first place; second place is 2.753 eV up.



*i*
Formula: C2H3NO2
Source: the OMol25 dataset
Level of theory: ωB97M-V/def2-TZVPD

Geometry as XYZ:
```
8
Properties=species:S:1:pos:R:3:mulliken_charge:R:1
C -0.2760 -0.6657 -0.4679 -0.539
C -0.8057 -0.4976 0.7371 0.129
N 0.0387 0.8193 -0.4668 0.105
O -0.3982 0.7901 0.9418 -0.269
O 1.3561 1.2737 -0.5771 -0.365
H -0.6843 -1.2450 -1.3017 0.230
H -1.2515 -1.0191 1.5747 0.371
H 2.0209 0.5443 -0.4402 0.339
```

- Highest occupied orbital energy: -9.610 eV



*ii*
Formula: C2H3NO2
Source: the OMol25 dataset
Level of theory: ωB97M-V/def2-TZVPD

Geometry as XYZ:
```
8
Properties=species:S:1:pos:R:3:mulliken_charge:R:1
C 0.0210 1.1789 -0.5249 0.139
C -0.2072 -0.1746 -0.1012 0.379
N 0.1870 2.2199 -0.9850 -0.347
O -0.7876 -0.2491 1.1784 -0.496
O 1.0187 -0.8435 -0.2059 -0.491
H -0.8792 -0.6419 -1.0360 0.181
H -1.1685 -0.9909 1.5494 0.314
H 1.8156 -0.4987 0.1251 0.322
```

- Highest occupied orbital energy: -11.758 eV
- SMILES: N#CC(O)O



*iii*
Formula: C2H3NO2
Source: the OMol25 dataset
Level of theory: ωB97M-V/def2-TZVPD

Geometry as XYZ:
```
8
Properties=species:S:1:pos:R:3:mulliken_charge:R:1
C 0.9128 1.3681 -0.6118 -0.341
C -0.7799 -1.3110 0.8077 0.367
H 0.2503 2.0818 -0.4466 0.369
H 1.7870 1.2284 -1.4454 0.236
H 0.0909 -1.8574 0.1896 0.331
N 0.3667 0.1403 -0.3649 -0.340
O -0.7967 0.0583 0.4497 -0.128
O -1.8312 -1.7086 1.4216 -0.495
```

- Highest occupied orbital energy: -10.820 eV
- SMILES: C=NOC=O



*ii* takes first place; second place is 2.385 eV up.



*i*
Formula: C2H3NO2
Source: the OMol25 dataset
Level of theory: ωB97M-V/def2-TZVPD

Geometry as XYZ:
```
8
Properties=species:S:1:pos:R:3:mulliken_charge:R:1
O 0.3750 -1.7398 1.0739 -0.484
C -0.1628 -0.9003 0.4015 0.102
N 0.0925 0.4709 0.5979 -0.107
C -0.1115 1.3053 -0.4937 0.154
O -0.1635 0.8381 -1.6039 -0.510
H -0.9239 -1.1000 -0.3453 0.306
H 0.3341 0.8848 1.4778 0.229
H -0.1960 2.3305 -0.1133 0.310
```

- Highest occupied orbital energy: -10.450 eV
- SMILES: O=CNC=O



*ii*
Formula: C2H3NO2
Source: the OMol25 dataset
Level of theory: ωB97M-V/def2-TZVPD

Geometry as XYZ:
```
8
Properties=species:S:1:pos:R:3:mulliken_charge:R:1
C 1.5232 0.5325 0.1918 0.018
C -0.0371 0.0636 -0.4783 0.116
N -0.7509 -0.3510 0.6746 -0.454
O 2.5387 -0.0215 -0.0523 -0.411
O -1.0445 0.9010 0.0218 -0.319
H 1.3281 1.3669 0.8844 0.296
H -0.1826 -0.2344 -1.4414 0.502
H -1.3684 -1.0431 0.3170 0.251
```

- Highest occupied orbital energy: -9.913 eV
- SMILES: O=C[C@H]1NO1



*i* takes first place; second place is 3.882 eV up.



*i*
Formula: C2H3NO2
Source: the OMol25 dataset
Level of theory: ωB97M-V/def2-TZVPD

Geometry as XYZ:
```
8
Properties=species:S:1:pos:R:3:mulliken_charge:R:1
C -1.4116 1.2308 -1.0150 -0.302
C 0.4387 -0.9661 0.8913 0.239
H -1.1649 2.1127 -1.7725 0.275
H -2.8661 0.8939 -0.4221 0.301
H 0.0077 -1.8970 1.3289 0.315
N 0.2392 0.5309 -1.0110 -0.174
O -0.1732 -0.6419 -0.3162 -0.183
O 1.1964 -0.1598 1.4018 -0.471
```

- Highest occupied orbital energy: -9.547 eV



*ii*
Formula: C2H3NO2
Source: the OMol25 dataset
Level of theory: ωB97M-V/def2-TZVPD

Geometry as XYZ:
```
8
Properties=species:S:1:pos:R:3:mulliken_charge:R:1
N 0.9584 -0.0944 1.0560 -0.431
C -0.0719 -0.0877 0.1696 0.585
O -1.2192 -0.2061 0.5910 -0.495
C -0.5467 0.1698 -1.2844 0.069
O -0.7991 1.2649 -1.7121 -0.439
H 0.6245 -0.1208 2.0165 0.238
H 1.9542 -0.1589 0.9175 0.205
H -0.9002 -0.7667 -1.7540 0.268
```

- Highest occupied orbital energy: -9.737 eV
- SMILES: NC(=O)C=O



*iii*
Formula: C2H3NO2
Source: the OMol25 dataset
Level of theory: ωB97M-V/def2-TZVPD

Geometry as XYZ:
```
8
Properties=species:S:1:pos:R:3:mulliken_charge:R:1
C 0.9374 -0.4417 -0.0773 -0.238
C -2.6632 0.3886 0.0786 0.252
N -0.1437 0.1864 0.0053 -0.412
O -3.6376 -0.1902 -0.1033 -0.304
O -1.3540 -0.5197 0.0992 -0.154
H 1.7382 0.1951 -0.3626 0.267
H 1.0848 -1.5321 0.0358 0.283
H -2.4265 1.5340 -0.0693 0.307
```

- Highest occupied orbital energy: -10.166 eV
- SMILES: C=NOC=O



*iv*
Formula: C2H3NO2
Source: the OMol25 dataset
Level of theory: ωB97M-V/def2-TZVPD

Geometry as XYZ:
```
8
Properties=species:S:1:pos:R:3:mulliken_charge:R:1
C -0.0149 -1.0628 -0.3222 -0.004
C 0.9444 1.5437 -0.6215 -0.335
N 0.2811 1.2300 0.1696 0.434
O -0.4718 1.3990 1.1009 -0.557
O 0.9506 -0.9521 -1.0852 -0.435
H -0.0437 -1.4589 0.6835 0.263
H -0.9118 -0.3959 -0.3562 0.199
H 1.4953 2.1192 -1.2434 0.434
```

- Highest occupied orbital energy: -9.909 eV
- SMILES: C#[N+][O-].C=O



*ii* takes first place; second place is 1.886 eV up.



*i*
Formula: C2H3NO2
Source: the OMol25 dataset
Level of theory: ωB97M-V/def2-TZVPD

Geometry as XYZ:
```
8
Properties=species:S:1:pos:R:3:mulliken_charge:R:1
C 0.7188 -0.4812 0.3847 0.128
C 0.4702 0.6104 -0.3959 -0.658
N -1.4846 -0.4580 -0.3540 0.195
O 1.2802 -1.4653 -0.0892 -0.531
O -2.1578 0.0726 0.3869 -0.138
H 0.6329 -0.3868 1.4655 0.377
H -0.0475 1.4537 0.1581 0.338
H 0.5879 0.6546 -1.5561 0.289
```

- Highest occupied orbital energy (alpha / beta): -9.176 / -9.025 eV



*ii*
Formula: C2H3NO2
Source: the OMol25 dataset
Level of theory: ωB97M-V/def2-TZVPD

Geometry as XYZ:
```
8
Properties=species:S:1:pos:R:3:mulliken_charge:R:1
N -0.1331 -0.1791 0.8769 -0.346
C 0.9592 0.2219 0.3282 0.064
O 0.8231 0.2736 -0.9500 -0.417
C -0.7976 -0.1703 -0.8183 0.296
O -1.1543 -1.1898 -1.3019 -0.487
H -0.2983 -0.2744 1.8687 0.185
H 1.8945 0.5117 0.8120 0.373
H -1.2935 0.8064 -0.8156 0.332
```

- Highest occupied orbital energy: -10.186 eV



*iii*
Formula: C2H3NO2
Source: the OMol25 dataset
Level of theory: ωB97M-V/def2-TZVPD

Geometry as XYZ:
```
8
Properties=species:S:1:pos:R:3:mulliken_charge:R:1
C -0.4880 0.6396 0.8269 -0.055
C 0.4848 -0.9718 -0.2689 0.062
H -1.5539 1.0057 1.2090 0.237
H 0.4811 0.9940 1.4880 0.211
H 0.8499 -1.9713 -0.5112 0.351
N 0.8208 0.0386 -0.9953 -0.255
O -0.4876 -0.8159 0.7281 -0.302
O -0.2004 1.0277 -0.5489 -0.249
```

- Highest occupied orbital energy: -9.921 eV
- SMILES: C1=NOCO1



*ii* takes first place; second place is 1.379 eV up.